1.
80
Properties=species:S:1:pos:R:3:lowdin_charge:R:1 method="wB97M-V/def2-TZVPD" charge=-1 gap_ev=6.8 total_energy_ev=-72864.3711 relative_energy_ev=0.000
S 2.21325 1.43211 -10.67052 0.0723
P 0.03145 2.76288 -8.25978 0.4109
P 1.89011 1.45131 -8.72060 0.1443
O 1.97796 -1.70932 0.24500 0.0514
O -0.70910 -2.99548 11.86935 -0.1902
O 1.68584 -0.11716 -8.28789 -0.3047
O 2.82688 0.08010 -0.76959 0.0120
O -0.34926 -1.88208 5.51280 -0.2044
O -1.74167 -3.51961 9.16108 -0.1930
O 3.25102 1.92789 -7.95882 -0.2836
O -0.54918 1.52241 -7.17887 -0.2991
O 0.73867 3.54961 -6.87512 -0.3074
O -1.41542 -2.41129 2.81933 -0.1887
N -1.13336 5.04524 -3.22129 0.1167
C -1.61594 -3.23585 3.95099 -0.2131
C -1.99007 -3.52557 11.57004 -0.2096
C 2.61805 1.13569 -1.71828 -0.1794
C -1.97529 -4.33625 10.29455 -0.2114
C -1.14776 4.38218 -5.58360 -0.1067
C 1.90632 -0.89997 -0.68349 -0.4856
C -0.54925 1.90015 -5.83968 -0.3834
C -0.58178 -1.62252 11.54997 -0.1121
C -0.08911 -2.46456 2.30233 -0.1023
C 0.81552 -1.01652 -1.71822 0.0296
C 3.19323 0.81929 -3.09865 -0.1670
C -0.41382 -3.60207 8.66718 -0.1016
C 2.44554 1.53227 -4.23930 -0.1721
C 1.54183 0.60707 -5.07953 -0.1700
C -2.92365 3.59151 -3.85190 -0.0508
C -0.01355 3.33935 -5.71278 -0.3529
C 0.03779 0.85949 -4.90477 -0.1362
C -0.26551 -0.50296 5.20147 -0.1072
C -1.62937 -2.43282 5.23141 -0.2041
C -1.68933 4.38941 -4.16892 -0.4281
H 0.00533 -1.69419 1.55001 0.0650
H -0.47941 -0.08034 -5.09448 0.1164
H 3.96005 1.33575 -8.22972 0.0452
H -1.22582 -5.13045 10.36123 0.1257
H -2.61204 2.57475 -3.62206 0.0711
H -2.95629 -4.80524 10.16351 0.1243
H 1.78866 0.76585 -6.12008 0.0591
H -0.85057 -4.01635 4.00377 0.1262
H 4.21976 1.17886 -3.09877 0.1063
H -1.95603 4.16818 -6.27284 0.0940
H -0.09061 -0.59454 -1.28697 0.1026
H -0.85885 0.08911 5.90771 0.0873
H 1.21026 -0.51193 -9.02102 0.0280
H -2.27593 -4.17747 12.40206 0.1236
H -2.59046 -3.72275 3.83273 0.1238
H -0.60556 -0.30122 4.18340 0.0859
H 0.77894 -0.20879 5.28886 0.0890
H 3.26382 -0.25327 -3.25285 0.1110
H 3.17140 1.97772 -1.31754 0.1258
H 1.88991 2.37231 -3.83403 0.0928
H 3.19203 1.95582 -4.90401 0.1062
H 0.46699 -1.35489 11.66471 0.0882
H -0.24048 -4.57980 8.20422 0.0930
H -1.89045 -3.09404 6.06518 0.1147
H -1.17802 -1.00929 12.23484 0.0872
H -0.46633 2.08592 -9.42125 -0.0347
H -3.57981 3.55907 -4.71419 0.0751
H 0.61845 -2.06792 -1.87481 0.0963
H 1.76101 -0.43232 -4.84964 0.1030
H -0.20092 1.13601 -3.87605 0.1056
H -3.42278 4.00231 -2.98413 0.0697
H 0.59087 3.51088 -4.82451 0.1197
H 0.10033 -3.43475 1.83397 0.0926
H -0.88867 -1.41902 10.52118 0.0842
H -1.20646 3.48462 -8.18187 -0.0098
H -0.31348 5.53005 -3.58424 0.0422
H -0.74171 5.36118 -5.81732 0.1208
H -2.38601 -1.64518 5.17670 0.1272
H 1.00491 -0.51469 -2.65687 0.0456
H 0.65181 -2.28745 3.08506 0.0885
H 0.32091 -3.43920 9.45972 0.0858
H -1.60036 1.97396 -5.51810 0.1207
H -0.29127 -2.83164 7.90748 0.0742
H 1.57966 1.45169 -1.76742 0.1192
H -2.73202 -2.72505 11.49635 0.1249
H 0.67420 3.76379 -9.05180 -0.0152

2.
9
Properties=species:S:1:pos:R:3:lowdin_charge:R:1 method="wB97M-V/def2-TZVPD" charge=0 gap_ev="7.2 / 7.2" total_energy_ev=-26235.1879 relative_energy_ev=3.206
S 1.49852 1.97923 0.10854 0.2657
P 0.47540 0.30628 0.09488 0.3560
O 1.29706 -0.99166 0.65869 -0.2398
N -1.24110 -0.99247 -2.93913 -0.0886
N -0.75252 0.45865 1.28211 -0.1002
C -0.93389 -0.15419 -2.23078 -0.3072
H -1.62149 0.61601 0.83132 0.0382
H -0.91141 -0.26350 1.88541 0.0158
H 2.18943 -0.95834 0.30896 0.0602

3.
19
Properties=species:S:1:pos:R:3:lowdin_charge:R:1 method="wB97M-V/def2-TZVPD" smiles="C=NCCCC=O.O" charge=0 gap_ev=10.9 total_energy_ev=-10946.9008 relative_energy_ev=2.366
O 1.72544 -2.44829 0.66013 -0.0759
O -0.30532 2.32396 -1.35122 0.0534
N -0.69420 -0.11823 1.44865 -0.0244
C -0.96506 1.07013 1.76744 -0.0737
C -0.27895 -0.53632 -0.98137 -0.1999
C 0.70367 1.78488 -0.97831 -0.2865
C 0.99587 0.33385 -0.87788 -0.1689
C -1.33270 -0.56554 0.13565 -0.1837
H -0.58506 1.53687 2.67954 0.0723
H 1.04189 -2.53925 -0.03734 0.0216
H -0.80121 -0.17996 -1.87757 0.1078
H -0.00713 -1.52639 -1.37077 0.0940
H -1.61163 1.74711 1.20505 0.0777
H 1.76276 -0.00151 -1.58814 0.1320
H 1.51005 2.41552 -0.50900 0.1284
H 1.15146 -1.94947 1.27942 0.0289
H -2.17197 0.10067 -0.03898 0.0992
H -1.64673 -1.57433 0.38163 0.1034
H 1.50881 0.12628 0.05305 0.0942

4.
14
Properties=species:S:1:pos:R:3:lowdin_charge:R:1 method="wB97M-V/def2-TZVPD" smiles="CC/C=C/N" charge=0 gap_ev=9.1 total_energy_ev=-5783.4666 relative_energy_ev=0.345
N -2.15173 0.28418 1.51271 0.0308
C -1.25813 0.30989 0.45582 -0.2382
C 0.93956 0.52362 -0.70270 -0.2796
C 1.42332 -0.88215 -1.06275 -0.1247
C 0.05536 0.51668 0.52683 -0.1514
H 1.80940 1.14854 -0.47495 0.0952
H 0.64386 -1.44126 -1.57072 0.0645
H -3.05879 -0.12366 1.37378 0.0737
H 0.45510 0.99730 -1.56134 0.1002
H -1.71487 0.26072 -0.53056 0.1169
H -1.74515 0.12520 2.42706 0.0865
H 1.70461 -1.47205 -0.18784 0.0680
H 2.32584 -0.87860 -1.67572 0.0615
H 0.57163 0.63160 1.47037 0.0967

5.
15
Properties=species:S:1:pos:R:3:lowdin_charge:R:1 method="wB97M-V/def2-TZVPD" smiles="O=S(=O)(Cl)c1c(F)c(F)c(F)c(F)c1F" charge=0 gap_ev=9.4 total_energy_ev=-47258.9556
Cl 0.54942 -3.26978 1.07847 0.3434
S -1.13350 -1.92784 0.96285 0.5135
F 1.06537 -0.16004 2.17079 0.1214
F 1.42577 2.86971 -1.27389 0.1721
F -1.41955 -0.77346 -1.97071 0.1188
F 2.05314 2.01798 1.22828 0.0695
F -0.45001 1.54721 -2.76167 0.1441
O -1.52196 -1.55503 2.37982 -0.3350
O -2.23445 -2.38658 0.19419 -0.2866
C -0.32198 -0.55541 0.13820 -0.1771
C -0.01867 1.07986 -1.59003 -0.1127
C 1.13701 1.28244 0.41480 -0.0784
C -0.63707 -0.08800 -1.10205 -0.1559
C 0.60787 0.17309 0.95276 -0.1901
C 0.89860 1.74583 -0.82181 -0.1470

6.
21
Properties=species:S:1:pos:R:3:lowdin_charge:R:1 method="wB97M-V/def2-TZVPD" charge=-3 gap_ev=6.8 total_energy_ev=-28991.9476 relative_energy_ev=0.000
O -7.80384 -16.10154 -15.64212 0.0138
O -10.52647 -8.79882 -14.39571 -0.0762
O -10.70124 -13.26521 -13.74428 -0.1013
O -12.01069 -12.15566 -15.19984 0.0088
O -4.98029 -13.38550 -13.07901 -0.0027
O -6.05589 -14.78935 -15.23932 -0.0829
O -6.98692 -12.40872 -13.05165 -0.1047
O -9.86941 -9.08883 -16.49886 -0.0017
O -8.04224 -13.84607 -15.70036 -0.0484
O -5.38336 -11.71679 -11.63130 -0.1071
O -12.91838 -13.63948 -13.76464 -0.1017
O -9.34510 -10.64641 -14.93563 -0.0711
C -9.91513 -9.57235 -15.18034 -0.8015
C -11.87577 -13.07593 -14.16170 -0.8234
C -7.29250 -14.80884 -15.50912 -0.7876
C -5.82933 -12.45173 -12.54399 -0.8420
Li -8.74879 -12.45061 -14.29858 0.6997
H -11.11003 -11.77298 -15.17891 0.0514
H -6.97095 -16.58326 -15.54072 0.0675
H -5.50128 -13.76650 -13.82812 0.0450
H -10.28035 -8.23355 -16.28510 0.0661

7.
14
Properties=species:S:1:pos:R:3:lowdin_charge:R:1 method="wB97M-V/def2-TZVPD" charge=0 gap_ev=10.6 total_energy_ev=-8833.4116 relative_energy_ev=2.791
O 0.19010 -0.68207 -0.70735 -0.0064
N 1.28156 0.95301 0.56674 0.0723
C -1.92029 -0.22507 0.27971 -0.0306
C 0.29266 0.56693 -0.09663 -0.3536
C -1.18162 -0.44606 -0.98870 -0.2365
C 2.28351 -0.11208 0.71397 -0.1103
C -1.15156 0.91888 -0.37786 -0.0750
H -3.00191 -0.19515 0.20042 0.1103
H 2.02414 -1.04344 0.19743 0.0717
H 2.35453 -0.34320 1.78020 0.0775
H -1.61419 1.84393 -0.70107 0.1358
H -1.54426 -0.84113 -1.92566 0.1502
H 3.25353 0.22072 0.34334 0.0738
H -1.52656 -0.63327 1.20903 0.1208

8.
8
Properties=species:S:1:pos:R:3:lowdin_charge:R:1 method="wB97M-V/def2-TZVPD" charge=0 gap_ev=8.4 total_energy_ev=-74233.3344 relative_energy_ev=2.657
Br 0.42071 -2.05245 -0.30615 0.6113
C 0.16737 0.70110 0.32107 -0.1345
C -0.52109 0.01258 2.63423 0.1093
C -0.46336 0.45122 1.46652 -0.2928
C -0.01358 -0.26607 -0.96355 -0.5662
H 0.77990 1.58905 -0.04316 0.1265
H -1.06991 -0.39418 -1.20689 0.0408
H 0.69997 -0.04124 -1.90207 0.1057